[1]
This record from the Open Molecules 2025 dataset describes a structure of composition C23H57B2F4HfN10O4SSi4Te. The level of theory is ωB97M-V/def2-TZVPD.

total charge = +3
strongest force on any atom = 1.56 eV/A
energy relative to the best compared isomer or geometry (same formula, charge and spin) = 93.9 kcal/mol
HOMO-LUMO gap = 6.43 eV
E_tot = -111022.981 eV
highest occupied orbital energy = -14.676 eV

Last column: Mulliken charge in e.
CARTESIAN COORDINATES (ANGSTROEM)
H (-3.543, -0.296, -4.892)  0.132
C (-4.500, -2.059, -1.927)  -0.983
H (4.031, -2.166, -2.381)  0.399
H (1.051, -5.802, 0.889)  0.384
C (0.837, -4.976, 0.206)  -2.041
H (-3.112, -0.664, -6.557)  0.439
H (-1.908, 2.009, -7.489)  0.392
N (-2.134, 0.574, 2.962)  -0.293
H (-2.871, 3.246, -3.417)  -0.114
H (2.995, 1.202, 1.113)  0.418
H (-5.777, 1.762, -2.198)  0.342
C (4.418, -1.152, -2.287)  -1.367
S (0.402, 1.765, 1.781)  -0.321
H (6.424, 1.325, 0.949)  0.450
H (0.357, 2.471, -0.999)  -0.366
N (0.119, 3.135, 4.010)  -0.367
H (5.015, 2.362, 1.199)  0.385
F (4.926, -3.346, -0.188)  -0.327
H (-5.818, 2.779, -7.278)  0.403
C (4.101, -0.949, 3.532)  0.392
N (-1.519, 1.596, 3.683)  -0.205
C (-5.751, 0.706, -2.468)  -0.662
N (3.401, -0.342, -1.614)  0.378
H (-5.480, -2.482, -2.160)  0.380
C (0.792, -3.712, 0.969)  0.516
C (-1.157, -4.485, 2.522)  -1.830
F (1.286, -2.329, 4.902)  -0.292
H (-1.987, -0.318, 3.430)  0.082
C (5.643, 1.364, -1.473)  -1.265
H (-0.349, 3.502, 4.825)  0.221
H (-4.231, 3.410, -2.284)  0.301
C (5.336, 1.342, 0.965)  -1.040
Si (-2.563, 0.649, -0.974)  0.060
H (4.643, -0.758, -3.279)  0.379
C (3.036, -0.420, 4.430)  0.559
H (-1.838, 1.787, 4.626)  0.241
H (4.058, -0.016, 6.227)  0.587
Si (-4.712, -0.320, -1.292)  0.443
O (4.444, -1.893, 1.524)  -0.651
C (-5.571, 2.482, -6.250)  -0.919
H (-5.616, 0.739, 0.781)  0.347
C (2.058, -0.512, -2.128)  -0.597
H (5.996, 2.372, -1.256)  0.458
H (-1.701, -4.882, 1.664)  0.441
H (-1.789, 2.508, -5.815)  0.300
H (-6.358, -0.826, 0.468)  0.414
F (3.719, -4.135, 1.643)  -0.326
C (-5.412, -0.278, 0.441)  -1.028
C (3.647, 0.322, -0.480)  0.053
H (-4.029, -2.697, -1.180)  0.274
H (-1.849, -4.080, 3.253)  0.475
C (-2.452, 2.516, -6.687)  -0.921
H (-2.642, 3.550, -6.974)  0.384
H (-2.420, 4.827, 0.508)  0.410
O (2.678, -2.822, -0.006)  -0.341
H (-3.126, 0.770, 2.907)  0.311
Si (-3.980, 1.607, -6.293)  0.449
Si (-2.076, 2.976, -1.074)  0.492
O (-0.742, -2.021, 3.764)  -1.007
H (1.394, 0.227, -1.690)  -0.076
H (6.508, 0.724, -1.647)  0.389
C (-3.177, 3.640, -2.443)  -0.779
B (0.203, -1.484, 4.788)  0.958
H (-5.391, 0.616, -3.496)  -0.174
N (4.847, 0.905, -0.333)  0.232
H (-5.485, 3.412, -5.681)  0.374
H (0.059, 4.183, -1.298)  0.376
C (-2.554, 3.743, 0.557)  -0.534
H (-6.780, 0.339, -2.454)  0.438
H (-3.603, 3.553, 0.795)  0.361
C (3.141, -0.511, 5.900)  -1.910
H (-0.133, 3.019, -2.610)  0.334
H (5.031, 1.399, -2.368)  0.378
N (2.701, 0.452, 0.485)  -0.012
H (6.111, -1.504, 3.127)  0.337
H (-0.128, -5.173, -0.262)  0.462
N (3.591, -1.396, 2.430)  1.352
H (-4.734, -0.761, 1.147)  0.228
N (2.024, -0.051, 3.729)  0.502
H (-4.825, -0.683, -6.045)  0.379
H (-3.891, -2.105, -2.832)  0.317
Hf (1.434, -0.761, 1.797)  -0.339
C (-0.393, 2.160, 3.266)  0.398
H (-3.082, 4.728, -2.493)  0.459
H (1.680, -1.516, -1.918)  0.162
H (5.008, 0.659, 1.742)  0.185
O (0.728, -0.113, 4.195)  -0.215
H (0.972, 3.577, 3.712)  0.206
Te (-1.024, -1.030, -0.392)  -0.220
H (-6.389, 1.877, -5.861)  0.375
H (2.084, -0.373, -3.210)  0.407
C (5.516, -1.113, 3.945)  -2.060
B (3.976, -3.123, 0.749)  0.729
H (-0.615, -5.319, 2.977)  0.340
H (-1.936, 3.361, 1.365)  -0.160
H (3.209, -1.560, 6.195)  0.389
N (1.647, -2.764, 0.878)  0.493
C (-3.866, -0.178, -5.934)  -0.781
C (-0.190, -3.457, 2.082)  0.628
C (-0.279, 3.172, -1.539)  -0.330
H (1.619, -4.935, -0.546)  0.436
H (5.322, -1.204, -1.691)  0.456
H (5.931, -0.165, 4.292)  0.414
N (-0.017, -2.316, 2.641)  0.684
F (-0.488, -1.190, 5.906)  -0.258
H (5.564, -1.815, 4.781)  0.531
H (2.279, -0.063, 6.388)  0.315

[2]
This record from the Open Molecules 2025 dataset describes the molecule C6H10. The level of theory is ωB97M-V/def2-TZVPD.

strongest force on any atom = 0.37 eV/A
energy relative to the best compared isomer or geometry (same formula, charge and spin) = 93.5 kcal/mol
HOMO-LUMO gap (spin up / spin down) = 7.39 / 7.40 eV
E_tot = -6379.805 eV
highest occupied orbital energy (spin up / spin down) = -8.121 / -8.133 eV

Last column: Mulliken charge in e.
CARTESIAN COORDINATES (ANGSTROEM)
C (-0.033, 0.615, 1.000)  -0.525
H (-1.735, 1.133, -2.008)  0.321
C (1.359, -1.344, -1.035)  -0.790
C (0.622, -0.714, 1.207)  -0.220
H (1.706, -2.452, 0.873)  0.316
C (1.259, -1.585, 0.372)  0.013
C (-0.280, 1.195, -0.395)  -0.412
H (2.053, -2.109, -1.444)  0.201
H (-0.984, 0.566, 1.556)  0.304
H (0.628, -0.994, 2.265)  0.304
C (-1.588, 0.706, -1.010)  -1.157
H (-2.446, 1.002, -0.392)  0.351
H (-0.313, 2.288, -0.303)  0.328
H (-1.588, -0.385, -1.110)  0.285
H (0.547, 0.928, -1.056)  0.340
H (0.580, 1.308, 1.599)  0.342

[3]
This record from the Open Molecules 2025 dataset describes the ion C24H25N2 with charge +1. The level of theory is ωB97M-V/def2-TZVPD.

total charge = +1
strongest force on any atom = 4.64 eV/A
energy relative to the best compared isomer or geometry (same formula, charge and spin) = 26.1 kcal/mol
HOMO-LUMO gap = 8.37 eV
E_tot = -28267.006 eV
highest occupied orbital energy = -10.955 eV

Last column: Mulliken charge in e.
CARTESIAN COORDINATES (ANGSTROEM)
C (-0.667, 2.725, 3.458)  -0.860
C (2.048, -1.247, -0.252)  0.161
C (-2.808, 3.395, -2.696)  -0.678
H (1.071, 0.390, -0.969)  0.331
H (-2.231, -1.209, 0.420)  0.425
H (1.060, 0.298, -2.837)  0.460
H (-1.488, 4.736, 3.808)  0.370
C (1.929, -2.074, 2.132)  0.049
H (-2.903, 4.782, -0.987)  0.411
H (0.113, 0.833, 2.799)  0.482
C (1.505, -3.017, 3.089)  -0.681
C (-2.557, 3.847, -1.391)  -0.566
C (-1.451, 3.117, 0.811)  0.076
H (-3.340, 4.091, -3.379)  0.355
N (0.887, -0.649, -1.002)  0.019
H (0.202, -0.566, 0.912)  0.818
H (-2.160, 5.085, 1.397)  0.351
C (2.387, -1.447, -2.700)  -0.662
H (1.007, -3.764, -0.683)  0.410
H (0.166, -1.154, -2.947)  0.499
H (-1.066, -2.375, -0.307)  0.309
H (3.951, -1.308, -1.148)  0.338
C (0.920, -4.217, 2.704)  -0.553
H (2.250, -2.343, -3.332)  0.313
C (-1.787, 3.023, -0.576)  0.160
C (-1.330, 3.929, 3.079)  -0.669
C (-0.385, -0.355, 0.047)  -0.397
C (-0.840, 1.912, 1.195)  0.541
C (0.677, -4.430, 1.338)  -0.757
C (1.047, -0.736, -2.488)  -0.767
H (3.037, -0.717, -3.203)  0.280
H (2.444, -0.374, 0.259)  0.419
H (-0.430, 2.641, 4.512)  0.411
C (-1.302, 1.769, -1.030)  1.003
C (-2.353, 2.137, -3.129)  -1.235
H (2.527, -1.211, 2.454)  0.449
N (-0.694, 1.103, 0.054)  0.454
C (1.655, -2.275, 0.772)  0.239
C (-1.705, 4.132, 1.737)  -0.486
H (0.644, -4.975, 3.434)  0.406
C (2.976, -1.781, -1.338)  -0.747
H (-1.770, -1.149, -1.382)  0.219
C (-1.444, -1.334, -0.347)  -1.270
C (-0.388, 1.741, 2.506)  -0.470
H (-2.710, 1.826, -4.133)  0.368
C (1.072, -3.481, 0.375)  -0.693
H (1.671, -2.825, 4.154)  0.411
H (3.049, -2.864, -1.212)  0.361
C (-1.532, 1.337, -2.323)  -0.032
H (0.211, -5.340, 1.017)  0.447
H (-1.165, 0.367, -2.672)  0.176

[4]
This record from the Open Molecules 2025 dataset describes the molecule C6H11NO. The level of theory is ωB97M-V/def2-TZVPD.

strongest force on any atom = 7.05 eV/A
energy relative to the best compared isomer or geometry (same formula, charge and spin) = 80.9 kcal/mol
HOMO-LUMO gap = 9.14 eV
E_tot = -9934.945 eV
highest occupied orbital energy = -8.718 eV

Last column: Mulliken charge in e.
CARTESIAN COORDINATES (ANGSTROEM)
H (0.494, 2.697, 0.923)  0.408
H (-0.980, 2.536, -0.916)  0.418
H (-2.368, -0.620, 1.336)  0.379
H (-2.322, -2.123, -0.419)  0.341
C (0.474, 1.752, 0.374)  -0.496
C (1.531, 0.929, 0.337)  -0.432
H (2.163, -2.170, -0.483)  0.252
H (0.644, -0.370, -1.176)  0.324
O (-1.246, -1.700, -0.079)  -0.612
C (-1.516, -0.528, 0.602)  -0.515
H (2.503, -0.156, -1.257)  0.323
H (0.859, -1.845, 0.315)  0.290
H (-2.758, 0.695, -0.817)  0.324
N (1.781, -1.467, 0.177)  -0.733
H (-0.606, -0.403, 1.239)  0.301
H (2.432, 1.055, 0.932)  0.387
C (1.583, -0.262, -0.585)  -0.255
C (-1.720, 0.607, -0.356)  -0.106
C (-0.778, 1.599, -0.420)  -0.599

[5]
This record from the Open Molecules 2025 dataset describes the molecule C3H5N3OS. The level of theory is ωB97M-V/def2-TZVPD.

strongest force on any atom = 2.92 eV/A
energy relative to the best compared isomer or geometry (same formula, charge and spin) = 67.3 kcal/mol
HOMO-LUMO gap = 8.63 eV
E_tot = -20542.743 eV
highest occupied orbital energy = -8.073 eV

Last column: Mulliken charge in e.
CARTESIAN COORDINATES (ANGSTROEM)
H (-0.473, 1.945, 1.244)  0.380
N (-0.841, -0.815, 2.189)  -0.474
C (0.131, 1.064, -0.705)  0.010
H (1.989, -0.368, -1.925)  0.223
H (-1.429, -0.217, 2.846)  0.257
N (0.161, -0.237, -1.072)  0.451
H (0.675, -0.977, -2.810)  0.233
C (-0.470, -0.202, 1.015)  0.567
H (-1.066, -1.774, 2.127)  0.257
N (1.081, -0.768, -1.905)  -0.533
S (0.647, 2.308, -1.695)  -0.345
O (-0.028, -1.049, 0.066)  -0.331
C (-0.378, 1.089, 0.626)  -0.695

[6]
This record from the Open Molecules 2025 dataset describes a cluster of 13 separate species, H26O13 in total. The level of theory is ωB97M-V/def2-TZVPD.

strongest force on any atom = 1.87 eV/A
energy relative to the best compared isomer or geometry (same formula, charge and spin) = 54.0 kcal/mol
HOMO-LUMO gap = 10.72 eV
E_tot = -27039.605 eV
highest occupied orbital energy = -10.821 eV

Last column: Mulliken charge in e.
CARTESIAN COORDINATES (ANGSTROEM)
H (0.445, 2.708, -2.588)  0.265
H (1.805, 3.059, -0.825)  0.255
H (2.075, -2.257, 2.931)  0.297
H (2.575, 0.653, -2.399)  0.280
H (1.768, 2.604, 0.584)  0.334
H (2.443, -2.752, 0.278)  0.309
H (-0.295, 2.300, 2.134)  0.358
H (0.058, 1.470, -3.526)  0.239
H (-4.659, 0.662, 0.034)  0.306
H (-3.733, -1.334, 0.296)  0.279
O (-2.068, -2.527, -2.485)  -0.635
H (1.228, -0.009, -2.008)  0.346
O (2.141, -0.189, -2.261)  -0.627
H (-1.063, -0.643, -1.112)  0.374
H (-1.515, -2.283, -3.230)  0.284
O (1.212, 3.052, -0.068)  -0.595
H (-1.546, -3.108, -1.923)  0.333
O (3.225, -2.922, -0.261)  -0.649
O (-0.738, -1.795, 1.421)  -0.620
H (-1.217, -1.279, 2.072)  0.290
O (0.288, 1.766, -2.645)  -0.507
H (3.210, 0.761, -0.462)  0.325
H (3.736, 0.827, 1.032)  0.281
H (3.204, -2.149, -0.842)  0.319
H (-1.502, 0.613, 0.375)  0.323
O (-0.202, -0.406, -0.736)  -0.552
O (3.489, 1.322, 0.252)  -0.623
O (-3.193, -2.115, 0.136)  -0.638
H (-3.517, -2.523, -0.673)  0.309
O (-4.248, 1.070, 0.792)  -0.614
H (3.414, -1.531, 2.851)  0.318
O (-0.410, 2.702, 2.988)  -0.653
H (-1.465, -2.055, 0.836)  0.358
O (2.489, -1.399, 3.054)  -0.611
H (-1.159, 1.828, -0.489)  0.270
H (-0.263, -0.855, 0.155)  0.263
O (-1.796, 1.504, 0.161)  -0.599
H (-1.313, 2.690, 3.294)  0.302
H (-3.888, 1.925, 0.584)  0.306

Q: Which of these has the highest strongest force on any atom?
A: C6H11NO

Q: Which value of energy relative to the best compared isomer or geometry (same formula, charge and spin) does entry 4 give?
A: 80.9 kcal/mol